Record 1
42
Properties=species:S:1:pos:R:3 method="wB97M-V/def2-TZVPD" homo_lumo_gap_ev=8.31 fmax_ev_per_a=5.772 total_energy_ev=-28151.925 charge=+1 lumo_energy_ev=-3.32
O 3.716 -0.690 0.799
B 3.899 0.374 -0.207
O 5.049 0.208 -1.164
O 3.108 1.610 -0.346
C 1.656 1.360 -0.267
C 1.113 1.100 -1.779
N -0.123 1.831 -2.203
C -0.908 2.540 -1.138
C -2.547 2.323 -1.392
C -3.045 0.971 -0.609
C -2.668 -0.479 -1.285
C -3.112 -1.888 -0.507
C -3.928 -1.755 0.919
C -4.276 -0.282 1.577
C -3.854 1.151 0.825
C -0.471 2.236 0.408
N 1.044 2.528 0.471
H 4.537 -1.253 0.915
H 4.983 -0.673 -1.638
H 1.381 0.388 0.369
H 1.973 1.398 -2.552
H 0.921 -0.059 -1.988
H -0.767 1.159 -2.719
H 0.143 2.555 -2.937
H -0.740 3.709 -1.311
H -2.847 2.381 -2.521
H -3.053 3.264 -0.867
H -2.065 -0.611 -2.293
H -2.835 -2.956 -0.958
H -4.209 -2.757 1.464
H -4.826 -0.210 2.608
H -4.122 2.176 1.326
H -1.064 2.935 1.146
H -0.627 1.135 0.770
H 1.244 2.462 1.514
C 2.828 -3.479 2.282
N 2.023 -4.723 2.147
O 1.556 -4.977 1.031
O 1.882 -5.409 3.166
H 2.868 -2.977 1.313
H 2.335 -2.846 3.023
H 3.829 -3.768 2.608

Record 2
44
Properties=species:S:1:pos:R:3 method="wB97M-V/def2-TZVPD" homo_lumo_gap_ev=7.10 smiles="C=CC1=[N+]=C(N(Br)[PH2]=N)N(CCCSC(=S)N2CCOCC2)N1" fmax_ev_per_a=3.545 total_energy_ev=-124762.053 charge=+1 lumo_energy_ev=-3.90
C 4.862 -2.947 -0.389
C 4.839 -1.744 -0.949
C 3.717 -0.775 -0.718
N 3.852 0.248 0.158
C 2.644 0.872 0.073
N 2.433 1.987 0.800
Br 0.930 3.067 0.831
P 3.780 2.500 1.861
N 3.862 1.490 3.062
N 1.763 0.279 -0.764
C 0.377 0.493 -1.185
C -0.299 -0.739 -1.869
C -1.849 -0.557 -2.027
S -2.743 -2.112 -1.639
C -3.277 -2.158 0.091
S -3.430 -3.643 0.749
N -3.614 -1.019 0.908
C -2.352 -0.301 1.243
C -2.451 1.246 1.166
O -3.688 1.619 1.748
C -4.671 1.310 0.745
C -4.611 -0.168 0.222
N 2.498 -0.756 -1.258
H 5.819 -3.485 -0.311
H 3.981 -3.469 0.014
H 5.671 -1.426 -1.592
H 5.006 2.508 1.146
H 3.524 3.799 2.370
H 3.152 0.772 2.927
H 0.371 1.325 -1.925
H -0.292 0.827 -0.372
H -0.082 -1.635 -1.254
H 0.142 -0.816 -2.887
H -2.264 0.252 -1.397
H -2.059 -0.277 -3.076
H -2.131 -0.545 2.307
H -1.494 -0.729 0.673
H -1.648 1.649 1.819
H -2.297 1.679 0.151
H -4.412 1.962 -0.128
H -5.673 1.630 1.072
H -4.526 -0.137 -0.883
H -5.604 -0.622 0.436
H 2.242 -1.454 -1.948

Record 3
58
Properties=species:S:1:pos:R:3 method="wB97M-V/def2-TZVPD" homo_lumo_gap_ev="7.65 / 5.24" multiplicity=5 fmax_ev_per_a=4.351 total_energy_ev=-122739.034 charge=-2 lumo_energy_ev="4.73 / 2.39"
Cr 0.162 -0.034 0.356
C 3.585 -2.355 1.960
C 3.545 -0.981 1.210
C 4.484 -1.020 -0.052
O 2.286 -0.395 1.040
H 2.994 -2.482 2.866
H 4.626 -2.539 2.224
H 3.405 -3.248 1.362
H 4.137 -0.389 1.908
H 4.030 -1.789 -0.678
H 5.531 -1.268 0.117
H 4.515 -0.059 -0.565
C -2.801 0.084 -2.337
C -2.914 0.499 -0.851
C -4.291 0.317 -0.256
O -1.871 -0.125 -0.119
H -1.822 0.384 -2.709
H -3.548 0.556 -2.975
H -2.922 -0.997 -2.276
H -2.725 1.572 -0.881
H -4.226 -0.122 0.740
H -4.929 -0.232 -0.948
H -4.836 1.251 -0.121
C 0.019 3.849 -1.094
C 0.118 3.459 0.391
C -0.723 4.135 1.423
O 0.468 2.066 0.557
H -0.413 3.118 -1.778
H 1.023 3.953 -1.506
H -0.491 4.796 -1.267
H 1.059 3.966 0.605
H -0.413 3.880 2.436
H -1.714 3.815 1.098
H -0.774 5.220 1.336
C -1.919 1.332 3.777
F -2.444 1.771 2.624
F -0.999 2.225 4.104
F -2.908 1.360 4.702
S -1.043 -0.441 3.534
O -2.187 -1.364 3.374
O -0.291 -0.266 2.279
O -0.252 -0.666 4.763
C -1.233 -3.989 -1.264
F -2.309 -3.351 -1.495
F -1.510 -5.292 -1.116
F -0.445 -3.946 -2.402
S -0.261 -3.494 0.320
O -1.034 -3.856 1.479
O 1.001 -4.193 0.127
O 0.050 -2.034 0.222
C 1.818 -1.120 -3.788
F 2.803 -1.822 -3.274
F 2.222 -0.685 -4.990
F 0.721 -1.823 -4.037
S 1.489 0.482 -2.730
O 0.700 -0.044 -1.613
O 2.813 1.036 -2.228
O 0.644 1.296 -3.580

Record 4
40
Properties=species:S:1:pos:R:3 method="wB97M-V/def2-TZVPD" homo_lumo_gap_ev=8.03 fmax_ev_per_a=1.603 total_energy_ev=-41393.368 charge=+1 lumo_energy_ev=-2.81
C 1.681 -0.189 -0.372
C 1.422 -1.275 0.685
S 2.280 -2.847 0.401
C 2.281 -3.022 -1.391
C 3.480 -2.650 -2.179
C 4.693 -2.161 -2.008
I 5.642 -1.602 -0.241
C 5.356 -2.026 -3.332
O 6.464 -1.649 -3.586
O 4.450 -2.429 -4.283
C 3.321 -2.851 -3.653
O 2.372 -3.311 -4.220
H 0.801 -0.033 -0.973
H 1.868 0.749 0.132
H 2.530 -0.394 -0.999
H 0.364 -1.479 0.749
H 1.783 -0.920 1.633
H 2.042 -4.049 -1.607
H 1.450 -2.465 -1.796
C -2.260 0.617 0.132
N -2.869 1.813 0.803
C -4.189 2.084 0.154
C -1.982 2.995 0.607
C -3.137 1.570 2.271
C -1.931 1.358 3.155
O -1.215 0.206 2.735
H -2.346 0.762 -0.943
H -1.216 0.546 0.406
H -2.805 -0.270 0.438
H -4.021 2.274 -0.902
H -4.640 2.952 0.626
H -4.822 1.210 0.283
H -1.003 2.777 1.021
H -2.426 3.853 1.106
H -1.894 3.182 -0.459
H -3.792 0.701 2.314
H -3.683 2.442 2.627
H -2.298 1.217 4.175
H -1.279 2.237 3.157
H -0.474 0.078 3.333

Record 5
49
Properties=species:S:1:pos:R:3 method="wB97M-V/def2-TZVPD" homo_lumo_gap_ev="4.92 / 4.94" fmax_ev_per_a=2.149 total_energy_ev=-75765.048 charge=-2 lumo_energy_ev="4.00 / 4.00"
Pt 0.171 0.196 0.578
S 3.421 3.400 -0.116
C 2.216 2.283 0.160
S 2.487 0.579 0.162
S 0.576 2.672 0.460
N -2.788 0.286 2.542
C -2.916 0.139 1.177
N -4.092 0.003 0.579
N -3.800 -0.073 -0.734
N -2.528 0.008 -0.920
N -1.928 0.152 0.277
C -1.630 0.018 3.253
N -1.619 -0.185 4.564
N -0.319 -0.384 4.859
N 0.397 -0.307 3.786
N -0.404 -0.048 2.738
H -3.636 0.137 3.059
C 2.188 0.609 -4.067
C 2.516 -0.629 -4.902
C 1.491 -1.770 -4.802
C 1.539 -2.627 -3.532
N 1.127 -1.925 -2.328
C 1.352 -2.398 -1.077
S 0.144 -2.344 0.088
N 2.551 -3.012 -0.823
C 3.819 -2.361 -1.183
C 5.016 -3.305 -1.049
C 5.103 -4.449 -2.074
C 4.108 -5.594 -1.865
H 2.959 1.370 -4.188
H 2.126 0.377 -3.010
H 1.232 1.040 -4.372
H 3.501 -1.016 -4.617
H 2.582 -0.329 -5.953
H 1.649 -2.454 -5.641
H 0.484 -1.354 -4.907
H 2.549 -3.016 -3.389
H 0.880 -3.495 -3.683
H 0.221 -1.475 -2.381
H 2.553 -3.302 0.146
H 3.972 -1.489 -0.542
H 3.752 -1.982 -2.204
H 5.019 -3.723 -0.036
H 5.915 -2.692 -1.148
H 6.115 -4.865 -2.032
H 4.969 -4.029 -3.076
H 4.317 -6.111 -0.925
H 4.185 -6.321 -2.677
H 3.092 -5.216 -1.825

Record 6
36
Properties=species:S:1:pos:R:3 method="wB97M-V/def2-TZVPD" homo_lumo_gap_ev=11.00 smiles="CC(=O)/[NH+]=C1/C[C@H]2CC[C@@](C)(N1)C2(C)C" fmax_ev_per_a=4.620 total_energy_ev=-17805.304 charge=+1 lumo_energy_ev=-3.32
C -4.990 -0.335 0.010
C -3.566 0.240 0.040
O -3.377 1.414 -0.192
N -2.584 -0.765 0.067
C -1.272 -0.531 -0.006
C -0.383 -1.731 0.022
C 1.136 -1.358 -0.259
C 1.233 -0.953 -1.721
C 1.039 0.593 -1.799
C 0.698 0.998 -0.346
C 0.764 2.455 -0.008
N -0.785 0.621 -0.294
C 1.491 -0.029 0.507
C 2.980 0.141 0.432
C 0.968 0.020 1.969
H -5.426 -0.841 0.883
H -5.145 -0.847 -0.850
H -5.746 0.431 -0.013
H -2.799 -1.693 0.392
H -0.618 -2.438 0.968
H -0.843 -2.460 -0.675
H 1.911 -2.035 -0.096
H 0.504 -1.463 -2.378
H 2.156 -1.202 -2.096
H 1.947 1.103 -2.123
H 0.077 0.928 -2.428
H 0.116 2.863 0.831
H 0.605 2.968 -0.839
H 1.757 2.668 0.222
H -1.286 1.476 -0.472
H 3.181 1.100 0.640
H 3.246 0.070 -0.555
H 3.460 -0.491 1.019
H 1.068 0.979 2.437
H 1.510 -0.621 2.750
H -0.038 -0.463 2.186